Record 1
Density functional theory data (the ωB97M-V functional and the def2-TZVPD basis) for C5H6N4 in the gas phase at a distorted geometry.

Last column: natural (NBO) charge in e.
Positions of all 15 atoms, in Å:
N -0.07255 0.51213 1.27012  -0.40
N -1.64474 1.70838 -0.02810  -0.80
N -0.05678 0.42972 -1.17536  -0.40
N -2.34231 -1.67006 0.18935  -0.30
C 0.99720 -0.14067 1.22334  0.17
C 1.00207 -0.26533 -1.14419  0.14
C -1.72222 -0.73018 0.13502  0.26
C -0.87163 0.51479 0.13997  0.26
C 1.48468 -0.97423 0.09770  -0.58
H 2.49881 -0.95619 0.21202  0.24
H -0.98412 2.35292 -0.40394  0.37
H -2.46521 1.63386 -0.72084  0.39
H 1.50044 -0.36523 -2.05808  0.19
H 1.12898 -1.97084 0.10179  0.27
H 1.54736 -0.07905 2.16119  0.19

Calculated values
electronic energy	-11240.588	eV
lowest unoccupied orbital energy	0.68	eV
orbital gap	10.490	eV
structure (SMILES)	N#CC1(N)N=CCC=N1
multiplicity	1
HOMO	-9.811	eV

***

Record 2
Density functional theory data (the ωB97M-V functional and the def2-TZVPD basis) for a gas-phase ion, C5H6NO (charge +1) at a distorted geometry.

Last column: natural (NBO) charge in e.
Positions of all 13 atoms, in Å:
O -1.67622 -1.19677 -0.03536  -0.21
N -2.83058 -0.61763 -0.36504  -0.06
C 0.75905 -0.24395 0.64737  -0.52
C -1.39300 1.25008 0.05540  -0.45
C -2.54397 0.59560 -0.29168  0.72
C -0.62340 0.12073 0.27910  0.49
C 1.67764 -0.46389 -0.53218  -0.57
H 1.17152 -1.19857 -1.17564  0.23
H 1.21760 0.62761 1.01618  0.27
H 2.67700 -0.58385 -0.21099  0.25
H -0.96371 2.18261 0.39538  0.35
H 1.64529 0.53007 -1.11027  0.21
H 0.88280 -1.00203 1.32772  0.28

Calculated values
electronic energy	-8804.544	eV
lowest unoccupied orbital energy	-8.74	eV
orbital gap	7.168	eV
structure (SMILES)	CCc1cc#[n+]o1
multiplicity	1
HOMO	-15.913	eV
net charge	+1

***

Record 3
Density functional theory data (the ωB97M-V functional and the def2-TZVPD basis) for a gas-phase ion, C5H6NO (charge +1) at a distorted geometry.

Last column: natural (NBO) charge in e.
Positions of all 13 atoms, in Å:
O -0.11854 0.57199 2.87787  -0.30
N -0.23958 -0.22716 0.63152  -0.50
C -1.40830 -1.03356 0.21506  -0.41
C -0.16504 0.17833 1.81741  0.99
C 0.74875 -0.05910 -0.69982  -0.05
C 1.79439 0.95389 -0.59246  -0.12
C 0.74772 1.25145 -1.33167  -0.10
H -2.34462 -0.55445 0.49580  0.24
H -1.36671 -2.03153 0.64738  0.24
H 0.79676 -1.05632 -1.09057  0.24
H -1.38265 -1.12267 -0.87069  0.24
H 2.72516 1.20669 -0.14160  0.27
H 0.21267 1.92243 -1.95823  0.27

Calculated values
electronic energy	-8809.254	eV
lowest unoccupied orbital energy	-4.58	eV
orbital gap	11.160	eV
structure (SMILES)	C[N+](=C=O)C1C=C1
multiplicity	1
HOMO	-15.737	eV
net charge	+1

***

Record 4
Density functional theory data (the ωB97M-V functional and the def2-TZVPD basis) for a gas-phase ion, C5H6NO2 (charge -1) at a distorted geometry.

Last column: natural (NBO) charge in e.
Positions of all 14 atoms, in Å:
O -2.47023 -1.07390 -1.39502  -0.82
O 0.22187 1.16087 -1.02462  -0.48
N -1.22600 -0.62298 -1.29009  -0.32
C 1.67502 0.06583 0.54905  -0.39
C 0.52382 -0.28643 1.38563  -0.30
C -0.92012 0.51444 -0.50346  0.16
C 1.41882 0.73964 -0.61852  0.16
C -0.68371 0.01714 0.97698  -0.22
H 2.69572 -0.10449 0.99491  0.20
H 2.07189 1.09781 -1.33548  0.17
H 0.64014 -0.73405 2.42760  0.19
H -1.81573 1.06752 -0.76936  0.20
H -1.54966 -0.30701 1.59466  0.21
H -0.58182 -1.53440 -0.99227  0.25

Calculated values
electronic energy	-10863.177	eV
lowest unoccupied orbital energy (alpha / beta)	3.92 / 3.92	eV
orbital gap (alpha / beta)	4.905 / 4.904	eV
structure (SMILES)	[O-]N[C@H]1C=CC=CO1
multiplicity	1
HOMO (alpha / beta)	-0.985 / -0.984	eV
net charge	-1

***

Record 5
Density functional theory data (the ωB97M-V functional and the def2-TZVPD basis) for a gas-phase ion, C5H6NOS2 (charge -1) at a distorted geometry.

Last column: natural (NBO) charge in e.
Positions of all 15 atoms, in Å:
S -0.58480 2.11882 0.07221  0.65
S -4.44145 -1.45919 0.28987  -0.04
O 0.61992 3.10682 0.04860  -1.05
N -0.95228 -0.46906 -0.35865  -0.56
C -3.31809 -0.50414 -0.36372  -0.05
C -0.08051 0.45409 -0.02849  0.04
C -2.16573 0.06407 -0.63237  -0.21
C 1.43545 0.23122 0.24454  -0.45
C 1.96522 -1.21738 0.26290  -0.63
H 1.14560 -1.92330 -0.04010  0.24
H 2.94556 -1.19053 -0.27219  0.20
H 1.76222 0.53832 -0.68487  0.22
H 2.03811 -1.65203 1.34146  0.19
H 1.79669 0.81723 1.15593  0.23
H -2.16592 1.08506 -1.03514  0.21

Calculated values
electronic energy	-30488.370	eV
lowest unoccupied orbital energy (alpha / beta)	3.05 / 3.05	eV
orbital gap (alpha / beta)	6.013 / 6.012	eV
structure (SMILES)	CC/C(=N/C=C=S)S[O-]
multiplicity	1
HOMO (alpha / beta)	-2.959 / -2.959	eV
net charge	-1

***

Record 6
Density functional theory data (the ωB97M-V functional and the def2-TZVPD basis) for a molecular structure, C5H6O.

Last column: natural (NBO) charge in e.
Positions of all 12 atoms, in Å:
O -0.22032 0.50078 -1.63881  -0.52
C 1.01005 0.97628 2.16002  -0.23
C 0.50577 0.34746 1.26584  -0.02
C -0.13782 -0.47894 0.24869  -0.35
C 0.59653 -0.54704 -1.10358  -0.04
C -1.19396 0.24488 -0.61579  -0.04
H 1.66871 -0.33244 -1.14776  0.19
H -1.66172 1.14615 -0.20790  0.19
H -1.96140 -0.45278 -0.99531  0.17
H 0.38602 -1.49403 -1.62895  0.17
H 1.44449 1.52153 2.96931  0.24
H -0.43635 -1.43185 0.69425  0.23

Calculated values
electronic energy	-7326.459	eV
lowest unoccupied orbital energy	1.02	eV
orbital gap	10.963	eV
multiplicity	1
HOMO	-9.945	eV